ORCA calculation (the ωB97M-V functional and the def2-TZVPD basis) on a cluster of 35 separate species, H70O35 in total.

Each line ends with the Mulliken charge.
Atoms and positions in Å:
O  -4.345  -1.264  -3.158  -0.640
H  -5.081  -1.605  -2.650  0.296
H  -3.772  -2.020  -3.286  0.240
O  -3.147  3.177  -0.348  -0.677
H  -3.376  2.252  -0.256  0.377
H  -3.989  3.630  -0.383  0.277
O  2.800  -4.280  -2.535  -0.646
H  2.720  -3.793  -1.715  0.251
H  1.905  -4.548  -2.744  0.306
O  4.401  -1.815  -2.829  -0.604
H  5.066  -1.244  -2.446  0.266
H  4.128  -2.382  -2.107  0.350
O  3.574  -3.451  0.136  -0.714
H  3.944  -2.997  0.893  0.325
H  2.632  -3.299  0.201  0.393
O  1.960  3.464  -3.165  -0.603
H  2.571  2.931  -3.673  0.251
H  1.211  3.591  -3.747  0.263
O  3.160  4.221  -0.732  -0.644
H  2.782  3.721  -1.455  0.394
H  3.881  3.678  -0.415  0.262
O  -0.125  0.049  0.322  1.964
H  0.681  0.030  -0.193  -0.168
H  -0.773  -0.393  -0.228  -0.638
O  3.917  1.216  -2.912  -0.521
H  4.622  0.586  -2.761  0.201
H  3.258  0.726  -3.404  0.313
O  -1.154  0.361  -2.777  -0.206
H  -0.251  0.305  -2.464  0.123
H  -1.244  1.261  -3.090  0.197
O  -3.724  0.787  0.499  -0.547
H  -3.394  0.428  1.323  0.247
H  -4.177  0.054  0.082  0.175
O  -1.609  -0.796  -5.243  -0.657
H  -1.836  -0.239  -4.499  0.421
H  -0.779  -1.202  -4.995  0.261
O  -1.596  -0.546  3.974  -0.539
H  -0.779  -0.613  4.468  0.207
H  -1.473  0.216  3.409  0.228
O  1.533  -0.366  -1.769  -0.210
H  2.244  -0.087  -1.192  0.043
H  1.941  -0.449  -2.631  0.019
O  -3.821  1.203  -4.173  -0.579
H  -3.911  0.393  -3.670  0.292
H  -3.857  0.923  -5.088  0.304
O  0.809  -3.000  -0.137  -0.402
H  0.342  -2.585  0.588  0.299
H  0.416  -2.623  -0.924  0.098
O  -0.213  -5.520  1.287  -0.674
H  0.164  -4.651  1.148  0.294
H  0.347  -5.922  1.951  0.289
O  -1.074  2.981  -3.785  -0.682
H  -0.850  3.832  -3.408  0.310
H  -2.027  2.998  -3.867  0.240
O  1.826  -1.859  2.815  -0.438
H  2.700  -1.972  2.442  0.132
H  1.819  -2.424  3.587  0.216
O  -2.961  -4.687  2.098  -0.697
H  -2.795  -3.818  2.462  0.225
H  -2.099  -5.103  2.067  0.421
O  2.194  1.022  2.464  -0.334
H  1.724  0.194  2.366  0.146
H  3.108  0.766  2.587  0.121
O  -2.260  2.642  4.892  -0.684
H  -2.853  2.592  4.142  0.408
H  -1.437  2.272  4.572  0.318
O  0.630  0.718  5.432  -0.626
H  0.808  -0.208  5.596  0.283
H  1.305  0.986  4.810  0.334
O  -5.669  -1.455  2.286  -0.599
H  -5.380  -2.112  2.919  0.290
H  -5.099  -1.586  1.528  0.306
O  -0.745  -2.832  2.241  -0.384
H  0.066  -2.434  2.556  0.077
H  -1.407  -2.151  2.358  0.353
O  -0.433  3.057  0.179  -0.166
H  -1.303  3.113  -0.217  0.229
H  -0.118  2.185  -0.057  -0.114
O  1.980  -0.066  -4.436  -0.664
H  1.571  -0.819  -4.863  0.215
H  1.857  0.656  -5.053  0.235
O  0.824  5.439  0.046  -0.678
H  1.536  4.955  -0.374  0.353
H  0.394  4.794  0.607  0.271
O  -3.977  3.063  2.738  -0.675
H  -3.707  2.936  1.829  0.296
H  -4.864  2.706  2.778  0.321
O  -1.736  -1.872  -1.412  -0.313
H  -1.925  -1.121  -1.974  0.143
H  -2.143  -2.615  -1.859  0.175
O  4.754  0.565  0.699  -0.599
H  5.148  0.181  -0.084  0.232
H  4.921  1.504  0.616  0.260
O  4.849  -1.779  2.156  -0.645
H  5.296  -1.613  2.986  0.339
H  4.810  -0.924  1.729  0.384
O  1.341  3.623  2.660  -0.493
H  1.803  2.799  2.506  0.256
H  1.876  4.081  3.308  0.241
O  -3.134  -1.867  1.214  -0.592
H  -3.089  -2.822  1.270  0.262
H  -2.562  -1.643  0.480  0.228
O  -0.807  1.670  2.610  0.420
H  -0.687  1.340  1.719  -0.391
H  -0.582  2.598  2.554  0.176

Summary:
E_tot ... -72801.707 eV
LUMO energy ... -1.049 eV
Energy relative to the best compared isomer or geometry (same formula, charge and spin) ... 112.5 kcal/mol
E_HOMO ... -0.33589 hartree